1.
C3H5F6IrNO4S2 as an isolated structure in a non-equilibrium geometry. Source: OMol25; level of theory: ωB97M-V/def2-TZVPD.

XYZ file:
```
22
Properties=species:S:1:pos:R:3
Ir -0.8894 -0.0859 -0.3996
C -1.3773 -0.0665 -4.7222
H -1.8154 0.0407 -3.7050
H -1.6462 -1.0381 -5.1508
H -0.2826 -0.0658 -4.7453
H -1.7879 0.6530 -5.3766
H -2.1671 -0.9593 -0.5285
F 0.1986 3.7062 1.9497
C -0.0059 2.3768 2.0043
F 0.2664 1.9580 3.2653
F -1.3177 2.1351 1.7360
S 1.0505 1.5195 0.7462
O 0.4388 1.4257 -0.6478
O 2.4668 1.6747 0.9252
N 0.1915 0.1298 1.2229
S 1.3539 -1.2267 1.0802
O 0.6706 -1.8758 -0.0538
O 2.7704 -1.0222 1.0886
C 0.6354 -2.1197 2.5720
F 0.9888 -1.7230 3.8054
F -0.7128 -2.0173 2.4706
F 0.9706 -3.4195 2.4631
```

The LUMO energy (spin up / spin down) is -9.6 / -14.9 eV. Its energy above the lowest of the compared OMol25 structures with the same formula, charge and spin is 25.43 kcal per mole. As for the multiplicity: 6. For the HOMO-LUMO gap (spin up / spin down), the calculation gives 0.330 / 0.134 hartree. As for the charge: +2.

2.
C29H27HgN10OS as an isolated structure. Source: OMol25; level of theory: ωB97M-V/def2-TZVPD.

XYZ file:
```
69
Properties=species:S:1:pos:R:3
Hg -4.1715 -4.0274 -1.8139
C 6.0784 -1.6101 -1.2740
N 4.9251 -2.0460 -2.0413
C 4.0029 -2.9702 -1.7301
N 3.1426 -3.1145 -2.7127
C 3.5810 -2.2083 -3.6206
N 4.6673 -1.5501 -3.2677
C 5.9607 -0.2606 -0.5984
C 6.9143 0.7049 -0.9032
C 6.8760 1.9360 -0.2441
C 5.9031 2.2061 0.6855
C 4.8977 1.2533 0.9820
C 4.9545 0.0038 0.3216
C 3.9002 1.5944 1.9329
N 3.8539 2.7061 2.6496
N 2.7830 2.6492 3.4382
C 2.1544 1.5056 3.1930
O 2.8256 0.7740 2.2281
C 0.9662 1.0585 3.8213
C 0.4209 1.8583 4.8592
C -0.7052 1.4633 5.5341
C -1.3532 0.2683 5.2078
C -0.8553 -0.5213 4.1748
C -1.6158 -1.7925 3.8624
N -2.3189 -1.8291 2.5914
C -2.0113 -2.4251 1.4251
N -2.9807 -2.2486 0.5540
C -3.8819 -1.5100 1.2459
N -3.5262 -1.2326 2.4850
C 0.2919 -0.1445 3.4881
H 6.9190 -1.5875 -1.9654
H 6.2671 -2.3873 -0.5320
H 4.0013 -3.5123 -0.7972
H 3.0793 -2.0281 -4.5568
H 7.6806 0.4964 -1.6408
H 7.6257 2.6863 -0.4700
H 5.8675 3.1577 1.1991
H 4.1998 -0.7429 0.5424
H 0.9320 2.7775 5.1120
H -1.1023 2.0858 6.3285
H -2.2570 -0.0287 5.7255
H -2.3947 -1.9076 4.6139
H -0.9618 -2.6649 3.9097
H -1.1099 -2.9973 1.2683
H -4.8291 -1.2117 0.8182
H 0.6896 -0.7667 2.6946
C -6.2147 -1.9348 -1.4418
C -6.4487 -0.7813 -2.1868
C -7.6182 -0.6257 -3.0198
C -7.8652 0.5251 -3.7318
C -6.9763 1.6107 -3.6932
C -5.8189 1.4924 -2.9080
C -5.5578 0.3555 -2.1807
H -8.3105 -1.4585 -3.0675
H -8.7614 0.5884 -4.3432
H -7.1714 2.5093 -4.2652
H -5.1051 2.3116 -2.8784
H -4.6490 0.2765 -1.5942
C -1.5242 2.2787 -2.7839
N -0.6132 1.1716 -2.9472
C -0.2457 0.3111 -1.9720
N -0.8848 0.4607 -0.7918
S 0.8817 -0.8868 -2.2270
H -1.6466 2.7714 -3.7450
H -1.1435 3.0151 -2.0689
H -2.5104 1.9434 -2.4508
H -0.1683 1.0090 -3.8318
H -1.3948 1.2955 -0.5616
H -0.5397 -0.0986 -0.0334
```

The LUMO energy (spin up / spin down) is 4.2 / 4.2 eV. As for the multiplicity: 2. For the HOMO-LUMO gap (spin up / spin down), the calculation gives 0.152 / 0.175 hartree. As for the charge: -2.

3.
C5H10O as an isolated structure. Source: OMol25; level of theory: ωB97M-V/def2-TZVPD.

XYZ file:
```
16
Properties=species:S:1:pos:R:3
C -0.9970 -0.9075 -1.2307
C 0.1070 -0.5759 -0.2264
C 0.8835 0.6795 -0.5909
C 1.0531 1.3318 1.4345
O 0.6294 0.1508 1.9379
C -0.4506 -0.3825 1.1911
H -0.5856 -1.0921 -2.2278
H -1.5486 -1.8043 -0.9264
H -1.7143 -0.0815 -1.3098
H 0.8133 -1.4137 -0.1763
H 1.7321 0.4742 -1.2521
H 0.2745 1.4792 -1.0171
H 0.1888 1.9785 1.1932
H 1.6780 1.1528 0.3656
H -0.7715 -1.3198 1.6559
H -1.2921 0.3303 1.1795
```

The LUMO energy is 0.9 eV. Its energy above the lowest of the compared OMol25 structures with the same formula, charge and spin is 94.48 kcal per mole. As for the multiplicity: 1. For the HOMO-LUMO gap, the calculation gives 0.335 hartree. As for the charge: 0.

4.
A 2-piece molecular cluster, C4H8O overall in a non-equilibrium geometry. Source: OMol25; level of theory: ωB97M-V/def2-TZVPD.

XYZ file:
```
13
Properties=species:S:1:pos:R:3
C -1.2082 0.1695 0.2096
C -1.0443 0.7454 1.5412
C 1.1092 -1.0416 -1.0889
C 0.6526 0.3551 -0.9569
O -2.1272 -0.3328 -0.3310
H -0.0979 0.3070 1.9480
H -0.7308 1.8952 1.4980
H -1.8365 0.4655 2.3515
H 2.0382 -1.1644 -1.6666
H 0.4514 -1.8008 -1.4132
H 1.3034 -1.3432 -0.1171
H 0.2535 0.8806 -1.7207
H 1.2364 0.8646 -0.2540
```

The LUMO energy is 0.8 eV. Its energy above the lowest of the compared OMol25 structures with the same formula, charge and spin is 65.77 kcal per mole. As for the multiplicity: 1. For the HOMO-LUMO gap, the calculation gives 0.325 hartree. As for the charge: 0.

5.
C18H21N5OS in the gas phase in a non-equilibrium geometry. Source: OMol25; level of theory: ωB97M-V/def2-TZVPD.

XYZ file:
```
46
Properties=species:S:1:pos:R:3
C -4.3017 -0.6009 -1.3846
N -2.8859 -0.4468 -1.4951
C -1.9024 -0.9672 -0.7161
N -0.7451 -0.5472 -1.1879
N -1.0321 0.2158 -2.2303
N -2.2794 0.2894 -2.4316
S -2.2213 -1.9804 0.6386
C -0.5476 -2.0867 1.3461
C 0.4450 -2.9265 0.5113
N 1.5278 -2.1691 -0.0546
H 1.1471 -1.4003 -0.6027
C 2.4878 -1.6669 0.9216
C 3.3351 -0.5904 0.3061
C 4.6373 -0.8305 -0.0907
C 5.4027 0.1641 -0.6778
C 4.8529 1.4151 -0.8755
C 3.5492 1.6794 -0.4880
C 2.7821 0.6848 0.1045
O 1.5001 0.8557 0.5392
C 0.8333 2.0595 0.2185
C -0.5973 1.9535 0.6740
C -0.9010 1.3793 1.9019
C -2.2175 1.2377 2.3040
C -3.2431 1.6887 1.4906
C -2.9456 2.2906 0.2793
C -1.6293 2.4205 -0.1288
H -1.4032 2.8695 -1.0848
H -3.7399 2.6514 -0.3581
H -4.2712 1.5758 1.8035
H -2.4444 0.7740 3.2529
H -0.0967 1.0401 2.5383
H 0.8631 2.2310 -0.8649
H 1.3178 2.9089 0.7280
H 3.1442 2.6655 -0.6530
H 5.4356 2.2001 -1.3346
H 6.4183 -0.0398 -0.9808
H 5.0557 -1.8144 0.0615
H 3.1154 -2.5097 1.2332
H 2.0001 -1.2550 1.8209
H -0.0871 -3.4097 -0.3131
H 0.8706 -3.7136 1.1415
H -0.1981 -1.0577 1.4247
H -0.7083 -2.4984 2.3419
H -4.5836 -1.6392 -1.5680
H -4.7651 0.0453 -2.1268
H -4.6236 -0.3176 -0.3815
```

The LUMO energy is 0.5 eV. Its energy above the lowest of the compared OMol25 structures with the same formula, charge and spin is 39.36 kcal per mole. As for the multiplicity: 1. For the HOMO-LUMO gap, the calculation gives 0.326 hartree. As for the charge: 0. As for the SMILES: Cn1nnnc1SCCNCc1ccccc1OCc1ccccc1.

6.
C2H14N7 as an isolated structure in a non-equilibrium geometry. Source: OMol25; level of theory: ωB97M-V/def2-TZVPD.

XYZ file:
```
23
Properties=species:S:1:pos:R:3
C 0.0211 1.6806 0.0196
C -0.1225 -1.2566 0.7351
N -0.2889 0.4057 -0.1504
N 0.8987 1.9266 1.0668
N -0.5658 2.6262 -0.7783
N 0.3434 -2.1919 -0.1396
N -2.1791 -0.2728 -2.0943
N 0.7512 -1.1852 1.7790
N 2.1053 -1.4429 1.5106
H -1.0085 0.0517 -0.7581
H -1.2974 -1.1854 0.7841
H 0.8353 2.6778 1.6813
H 1.2602 1.1384 1.4771
H -0.6619 2.2491 -1.7553
H -0.4508 3.5846 -0.7275
H 1.2911 -2.5368 -0.0422
H 0.1155 -2.1126 -1.0766
H -2.8525 0.2740 -2.6095
H -2.5731 -1.2182 -2.2770
H 0.6501 -0.4745 2.4671
H 2.3911 -1.8586 2.3764
H 2.6783 -0.6899 1.1693
H -1.3409 -0.1894 -2.6575
```

The LUMO energy is -2.7 eV. Its energy above the lowest of the compared OMol25 structures with the same formula, charge and spin is 9.91 kcal per mole. As for the multiplicity: 1. For the HOMO-LUMO gap, the calculation gives 0.389 hartree. As for the charge: +1.

7.
A 5-piece molecular cluster, C12H24NO15 overall in a non-equilibrium geometry. Source: OMol25; level of theory: ωB97M-V/def2-TZVPD.

XYZ file:
```
52
Properties=species:S:1:pos:R:3
N 14.1391 14.6796 0.2234
O 14.7878 13.6873 0.1088
O 14.6010 15.7462 0.5799
O 12.9657 14.5197 0.1778
C 16.6153 18.2467 2.0844
O 17.3435 19.2837 1.5401
C 16.6880 20.1496 0.7455
O 15.5213 20.2299 0.4745
O 17.6987 21.0564 0.3679
C 17.3783 22.1386 -0.4695
H 16.5879 17.3405 1.4793
H 15.5570 18.4201 2.2795
H 17.1096 18.0809 3.0416
H 18.0537 22.9775 -0.3016
H 16.3709 22.5394 -0.3575
H 17.5224 21.7436 -1.4752
C 13.0798 12.7303 6.0762
O 12.5760 12.7270 4.7266
C 13.3668 12.8707 3.5785
O 13.0601 12.5888 2.4307
O 14.6111 13.2017 4.0293
C 15.7090 13.3874 3.1699
H 12.2391 12.8903 6.7513
H 13.7596 13.5249 6.3838
H 13.5105 11.7513 6.2866
H 16.6335 13.6807 3.6673
H 15.5646 14.2718 2.5493
H 15.9174 12.4696 2.6201
C 7.7215 13.5616 -0.0476
O 8.2759 14.5736 0.7471
C 9.4059 14.3787 1.4115
O 10.1033 13.3714 1.4008
O 9.5408 15.4609 2.2664
C 10.8490 15.8406 2.7474
H 8.2721 13.4848 -0.9852
H 6.7122 13.8420 -0.3488
H 7.7366 12.6234 0.5070
H 11.0731 15.2659 3.6461
H 10.9262 16.8791 3.0695
H 11.5730 15.6179 1.9637
C 18.2968 14.4807 0.4054
O 19.6108 15.0357 0.6395
C 20.0500 15.2713 1.8758
O 19.4562 15.2125 2.9832
O 21.3351 15.5029 1.7235
C 22.2276 15.7980 2.8117
H 17.5497 15.2528 0.5895
H 18.0585 13.6605 1.0825
H 18.1071 14.1294 -0.6089
H 21.7197 16.0935 3.7298
H 22.8649 16.6518 2.5814
H 22.8872 14.9619 3.0437
```

The LUMO energy (spin up / spin down) is 0.1 / -4.2 eV. As for the multiplicity: 2. For the HOMO-LUMO gap (spin up / spin down), the calculation gives 0.385 / 0.230 hartree. As for the charge: 0.